One molecule with the formula C3H9N2PS in a non-equilibrium geometry. Source: the OMol25 dataset; level of theory: ωB97M-V with the def2-TZVPD basis set.

```
! RIJCOSX wB97M-V def2-TZVPD def2/J DEFGRID3
* xyz 0 1
C -2.262 0.963 0.726
C -1.100 -0.036 0.841
S -1.714 -1.548 1.847
N -0.002 0.118 0.320
P 1.551 -0.566 0.116
C 1.232 -0.855 -1.669
N 2.347 0.928 -0.155
H -1.826 1.930 0.884
H -2.752 0.821 -0.240
H -3.021 0.678 1.351
H -0.501 -2.311 1.655
H 0.370 -1.501 -1.635
H 1.294 0.011 -2.225
H 1.979 -1.536 -1.908
H 2.879 1.345 0.516
H 1.525 1.560 -0.425
*
```

Summary:
* lowest unoccupied orbital energy: 0.80 eV
* relative energy (zero: lowest compared OMol25 entry of this formula, charge and spin): 149.6 kJ/mol
* E_HOMO: -8.356 eV

Here are the natural (NBO) charges for atoms 1 to 5, given in e: C -0.673; C 0.321; S -0.162; N -0.819; P 1.114